[1]
{
  "formula": "H22O11",
  "method": "wB97M-V/def2-TZVPD",
  "e_above_lowest_kj_mol": 661.7,
  "lumo_energy_ev": -0.3,
  "energy_ha": -840.62811,
  "homo_lumo_gap_ev": 8.33,
  "smiles": "O.O.O.O.O.O.O.O.O.O.O",
  "elements": ["O", "H", "H", "O", "H", "H", "O", "H", "H", "O", "H", "H", "O", "H", "H", "O", "H", "H", "O", "H", "H", "O", "H", "H", "O", "H", "H", "O", "H", "H", "O", "H", "H"],
  "coordinates": [[-0.2635, -0.4803, 0.6026], [0.5305, -0.8579, 0.3841], [-0.2198, 0.2721, 0.0509], [-3.3042, -2.1718, 0.9957], [-2.3962, -2.2955, 0.7257], [-3.3002, -2.3300, 2.0221], [2.3480, 2.9108, 0.9262], [3.0639, 3.0606, 0.3586], [1.6281, 3.5390, 0.7175], [-4.0467, 0.4142, -1.6493], [-3.4192, 0.2905, -0.8480], [-3.7210, -0.0488, -2.3937], [-0.0722, 3.2133, -0.6183], [-0.6348, 2.8540, -1.3277], [0.5982, 2.6113, -0.4740], [1.1807, -3.7235, 0.5626], [1.0654, -3.1025, -0.1090], [1.7728, -3.2190, 1.1180], [-1.7992, 2.3527, 0.5498], [-0.8819, 2.4247, 0.5940], [-2.0879, 3.2070, 0.0521], [-1.3757, -1.6573, -0.8957], [-0.7720, -2.1358, -1.4835], [-2.2418, -2.1432, -1.0802], [3.8998, -1.7723, -0.4953], [3.4857, -1.9987, 0.3833], [3.4786, -2.1397, -1.2402], [0.0168, 0.7058, 2.1159], [-0.4760, 1.3374, 2.5481], [0.3353, 0.0827, 2.8001], [2.2908, 0.3785, -1.9322], [2.1982, 0.5646, -1.0345], [3.1196, -0.1428, -1.9255]],
  "atomic_forces_ev_per_a": [[-1.70, -2.07, -1.68], [3.08, -2.05, -0.74], [-0.65, 1.42, -0.66], [-0.69, -0.56, 3.19], [0.70, 0.16, 0.23], [0.03, 0.49, -3.14], [-2.30, -0.36, 1.22], [1.46, 0.67, -1.38], [0.96, -0.15, 0.15], [0.58, 0.80, 3.14], [-1.37, 0.08, -2.25], [0.87, -0.83, -0.82], [-0.49, 2.84, -2.28], [0.53, 0.13, 0.37], [2.55, -2.15, 0.02], [0.53, -1.11, 1.44], [-0.86, 1.34, -2.17], [0.23, -0.29, 0.81], [-5.09, 1.09, -0.28], [1.68, 0.37, 0.34], [0.77, -2.46, 1.72], [-2.64, -2.41, -1.99], [-0.04, 0.18, 0.00], [1.32, 0.92, 0.01], [0.83, 1.05, 2.74], [0.47, 0.07, -2.02], [-1.19, -1.21, -0.78], [2.55, 0.75, 3.08], [-1.72, 2.47, 2.13], [-0.39, 0.66, -0.56], [0.93, -1.02, -2.21], [-0.36, 0.68, 2.51], [-0.57, 0.50, -0.14]]
}

---

[2]
{
  "formula": "C4H5NO2",
  "method": "wB97M-V/def2-TZVPD",
  "e_above_lowest_kj_mol": 317.0,
  "lumo_energy_ev": 0.7,
  "energy_ha": -360.54868,
  "homo_lumo_gap_ev": 10.55,
  "smiles": "O=C[C@H]1CN1C=O",
  "elements": ["O", "C", "C", "C", "N", "C", "O", "H", "H", "H", "H", "H"],
  "coordinates": [[-1.0190, 1.1904, 0.7325], [-0.4306, 1.4096, -0.2806], [0.6725, 0.3531, -0.6540], [1.2517, -0.4681, 0.4306], [0.2606, -0.9976, -0.3071], [-1.1418, -1.1295, 0.1763], [-2.0733, -0.6428, -0.4462], [-0.6723, 2.3937, -0.9238], [1.2847, 0.6307, -1.5517], [1.1170, 0.0464, 1.4822], [2.1353, -1.0758, 0.3162], [-1.3848, -1.7101, 1.0256]],
  "atomic_forces_ev_per_a": [[-0.37, 1.14, 0.75], [1.26, 0.66, -0.44], [-0.16, 1.81, -2.00], [2.34, 2.07, 4.64], [-5.44, -1.17, -1.05], [-0.40, 1.68, -3.29], [1.43, -1.39, 0.41], [0.77, -2.14, 0.92], [-0.88, -0.95, 0.59], [-0.07, -1.49, -1.86], [0.82, 0.70, 0.07], [0.70, -0.93, 1.26]]
}

---

[3]
{
  "formula": "C2H3NO3S",
  "method": "wB97M-V/def2-TZVPD",
  "e_above_lowest_kj_mol": 271.2,
  "lumo_energy_ev": -1.0,
  "energy_ha": -756.57282,
  "homo_lumo_gap_ev": 8.17,
  "smiles": "O=C(O)C(=S)NO",
  "elements": ["O", "C", "O", "C", "S", "N", "O", "H", "H", "H"],
  "coordinates": [[0.5091, 1.9481, -0.5817], [0.4509, 0.8913, 0.0197], [1.6261, 0.4621, 0.7769], [-0.4540, -0.2306, 0.0892], [-2.0822, 0.0126, 0.0640], [0.1656, -1.3781, 0.1158], [1.3764, -1.4444, -0.6335], [2.1881, 1.2182, 0.6559], [-0.3054, -2.3503, 0.3225], [2.1998, -1.1130, 0.0405]],
  "atomic_forces_ev_per_a": [[-0.99, -2.48, 1.47], [4.30, 2.43, -0.51], [-1.87, 1.55, -0.18], [-3.33, 0.25, -0.72], [0.39, -0.11, 0.45], [1.01, -3.95, 0.08], [2.09, -0.06, 2.45], [0.85, 0.76, 0.15], [1.16, 2.88, -0.88], [-3.60, -1.26, -2.31]]
}

---

Question: Which formula does entry 2 have?
Answer: C4H5NO2